# 1
Computed, not measured: a structure of composition C5H9IO, with ωB97M-V/def2-TZVPD.

The value obtained for the total energy is -15476.16693 eV. For the highest occupied orbital energy, the calculation gives -8.91 eV. The calculation puts the LUMO energy at 0.020 Ha.

Atoms and positions in Å:
C (-0.343, -0.230, -0.508)
C (-1.273, -0.820, 0.221)
C (-2.703, -1.065, -0.288)
C (1.589, 1.681, 0.256)
C (1.534, 0.167, 0.117)
O (2.283, -0.415, -0.862)
I (-0.954, -1.377, 2.219)
H (-0.388, 0.187, -1.509)
H (-3.313, -0.169, -0.064)
H (-3.126, -1.942, 0.175)
H (-2.542, -1.113, -1.412)
H (1.028, 1.749, 1.240)
H (2.538, 2.223, 0.333)
H (1.037, 2.180, -0.453)
H (1.509, -0.312, 1.055)
H (3.124, -0.743, -0.521)

=====

# 2
Computed, not measured: a structure of composition C3H5NO2, with ωB97M-V/def2-TZVPD.

The value obtained for the total energy is -8774.46060 eV. For the highest occupied orbital energy, the calculation gives -9.74 eV. The calculation puts the LUMO energy at 0.000 Ha.

Atoms and positions in Å:
C (-1.259, 0.052, -0.298)
C (-0.648, 0.963, 0.565)
O (-0.399, 1.957, 1.096)
N (1.195, -0.436, 0.954)
C (1.604, -0.326, -0.291)
O (0.980, -0.732, -1.347)
H (-0.224, -0.453, -1.026)
H (-2.025, 0.553, -0.897)
H (-1.633, -0.840, 0.208)
H (0.471, -1.162, 0.993)
H (2.527, 0.249, -0.459)

=====

# 3
Computed, not measured: a structure of composition C42H36F5IrN4PS, with ωB97M-V/def2-TZVPD.

The value obtained for the total energy is -86633.18231 eV. For the highest occupied orbital energy (spin up / spin down), the calculation gives -12.31 / -12.27 eV. Its charge is +2. The calculation puts the LUMO energy (spin up / spin down) at -0.247 / -0.299 Ha. As for the spin multiplicity: 2.

Atoms and positions in Å:
Ir (0.374, 0.048, -0.092)
F (-2.827, -0.071, 6.659)
C (-2.679, -0.233, 5.356)
C (-1.401, -0.421, 4.818)
F (-0.337, -0.450, 5.615)
C (-1.248, -0.556, 3.448)
F (-0.030, -0.774, 2.917)
C (-2.343, -0.475, 2.579)
S (-2.184, -0.502, 0.863)
C (-3.622, -0.354, 3.146)
F (-4.680, -0.358, 2.339)
C (-3.797, -0.222, 4.515)
F (-5.015, -0.082, 5.016)
C (4.657, -1.304, -1.202)
C (3.274, -1.295, -1.011)
N (2.670, -0.469, -0.179)
C (3.411, 0.397, 0.543)
C (4.818, 0.461, 0.420)
C (5.431, -0.416, -0.490)
C (5.546, 1.381, 1.228)
C (4.914, 2.164, 2.135)
C (3.500, 2.120, 2.291)
C (2.812, 2.893, 3.241)
C (1.440, 2.803, 3.310)
C (0.770, 1.969, 2.420)
N (1.391, 1.214, 1.527)
C (2.740, 1.260, 1.465)
H (5.101, -2.001, -1.894)
H (2.640, -1.986, -1.549)
H (6.503, -0.390, -0.614)
H (6.618, 1.421, 1.115)
H (5.472, 2.837, 2.768)
H (3.360, 3.541, 3.908)
H (0.877, 3.364, 4.039)
H (-0.310, 1.897, 2.453)
C (0.217, 7.277, -1.489)
C (1.215, 6.314, -1.569)
C (0.938, 5.009, -1.214)
C (-0.342, 4.660, -0.779)
C (-1.342, 5.629, -0.693)
C (-1.058, 6.931, -1.066)
P (-0.627, 2.906, -0.410)
C (-2.255, 2.803, 0.374)
C (-3.298, 2.084, -0.206)
C (-4.509, 1.977, 0.459)
C (-4.659, 2.522, 1.726)
C (-3.611, 3.217, 2.316)
C (-2.411, 3.362, 1.644)
C (-0.577, 2.122, -2.055)
C (-0.971, 2.747, -3.234)
C (-0.713, 2.117, -4.439)
C (-0.026, 0.910, -4.465)
C (0.364, 0.292, -3.286)
C (0.079, 0.880, -2.056)
H (0.435, 8.302, -1.747)
H (2.207, 6.587, -1.896)
H (1.710, 4.252, -1.269)
H (-2.335, 5.363, -0.364)
H (-1.838, 7.677, -1.023)
H (-3.155, 1.638, -1.180)
H (-5.332, 1.451, -0.001)
H (-5.591, 2.400, 2.256)
H (-3.735, 3.649, 3.298)
H (-1.600, 3.919, 2.094)
H (-1.471, 3.705, -3.211)
H (-1.026, 2.577, -5.365)
H (0.223, 0.453, -5.411)
H (0.907, -0.643, -3.337)
C (-3.544, -1.821, -2.134)
C (-2.043, -1.670, -2.378)
N (-1.330, -2.915, -2.160)
C (-1.504, -3.908, -3.211)
C (-0.389, -3.818, -4.254)
C (-0.540, -3.123, -1.108)
C (-0.103, -4.534, -0.818)
N (-0.141, -2.168, -0.306)
H (-4.009, -0.840, -2.166)
H (-3.724, -2.256, -1.155)
H (-4.022, -2.436, -2.893)
H (-1.640, -0.927, -1.686)
H (-1.860, -1.326, -3.400)
H (-2.458, -3.710, -3.700)
H (-1.548, -4.913, -2.793)
H (-0.364, -2.830, -4.708)
H (-0.578, -4.546, -5.037)
H (0.586, -4.027, -3.819)
H (-0.973, -5.172, -0.677)
H (0.488, -4.573, 0.092)
H (0.493, -4.942, -1.630)
H (0.363, -2.536, 0.498)

=====

# 4
Computed, not measured: a cluster of 2 separate species, C10H13O2 in total, with ωB97M-V/def2-TZVPD.

The value obtained for the total energy is -14677.01254 eV. For the highest occupied orbital energy, the calculation gives -4.01 eV. Its charge is -1. The calculation puts the LUMO energy at 0.119 Ha.

Atoms and positions in Å:
C (1.243, -1.272, -2.019)
C (2.257, -2.063, -1.167)
C (-0.066, -2.098, -2.394)
O (-0.769, -2.394, -1.396)
O (-0.263, -2.211, -3.622)
H (0.858, -0.393, -1.511)
H (1.662, -0.929, -2.972)
H (1.832, -2.281, -0.186)
H (3.111, -1.406, -1.016)
H (2.379, -3.065, -1.591)
C (-1.458, 3.101, 0.287)
C (-0.948, -0.626, 0.925)
C (-1.412, 0.574, 0.372)
C (-0.313, -0.595, 2.154)
C (-1.061, 1.801, 0.908)
C (0.050, 0.649, 2.669)
C (-0.242, 1.856, 2.058)
H (-1.189, -1.461, 0.238)
H (-1.862, 0.564, -0.614)
H (0.089, -1.512, 2.565)
H (0.634, 0.646, 3.592)
H (-2.308, 3.514, 0.848)
H (-1.830, 3.046, -0.745)
H (0.265, 2.718, 2.473)
H (-0.660, 3.839, 0.145)

=====

# 5
Computed, not measured: a cluster of 2 separate species, CH2NO4S in total, with ωB97M-V/def2-TZVPD.

The value obtained for the total energy is -21582.72919 eV. For the highest occupied orbital energy (spin up / spin down), the calculation gives -3.92 / -3.92 eV. Its charge is -1. The calculation puts the LUMO energy (spin up / spin down) at 0.128 / 0.128 Ha.

Atoms and positions in Å:
C (-0.229, 0.876, 0.685)
N (-0.444, 1.117, -0.600)
O (0.274, 1.939, -1.214)
O (0.123, -2.508, 0.956)
O (-1.351, 0.469, -1.188)
O (1.645, -1.887, -0.825)
S (0.338, -1.688, -0.229)
H (0.579, 1.388, 1.176)
H (-0.936, 0.293, 1.240)

=====

# 6
Computed, not measured: a structure of composition C3H4NaO5, with ωB97M-V/def2-TZVPD.

The value obtained for the total energy is -17829.64757 eV. For the highest occupied orbital energy (spin up / spin down), the calculation gives -5.53 / -7.55 eV. The calculation puts the LUMO energy (spin up / spin down) at -0.025 / -0.025 Ha. As for the spin multiplicity: 2.

Atoms and positions in Å:
C (-0.543, -2.246, 6.272)
C (0.693, -2.236, 6.972)
O (0.807, -2.559, 8.203)
O (-0.726, -1.754, 5.131)
H (-1.417, -2.602, 6.866)
H (1.581, -1.871, 6.424)
H (-3.531, 0.327, 8.672)
O (-4.856, -1.187, 9.667)
C (-3.547, -1.267, 9.723)
O (-2.932, -2.230, 10.146)
O (-2.931, -0.248, 9.178)
Na (-0.590, -2.901, 9.964)
H (-5.266, -1.950, 10.098)

=====

# 7
Computed, not measured: a cluster of 2 separate species, C3H6ClNO2 in total, with ωB97M-V/def2-TZVPD.

The value obtained for the total energy is -21315.00044 eV. For the highest occupied orbital energy, the calculation gives -9.26 eV. As for the SMILES: O=C1CNCO1.Cl. The calculation puts the LUMO energy at 0.021 Ha.

Atoms and positions in Å:
O (-3.351, 0.380, -0.395)
C (-2.166, 0.349, -0.270)
C (-1.380, -1.033, 0.265)
N (-0.047, -0.694, -0.153)
C (0.049, 0.738, 0.082)
O (-1.285, 1.358, -0.304)
H (-1.708, -2.012, -0.127)
H (-1.277, -1.181, 1.437)
H (0.226, -0.964, -1.104)
H (0.170, 1.023, 1.169)
H (0.761, 1.217, -0.523)
Cl (4.386, 0.583, -0.152)
H (5.620, 0.236, 0.075)

=====

# 8
Computed, not measured: a structure of composition C3H3NaO2, with ωB97M-V/def2-TZVPD.

The value obtained for the total energy is -11667.24847 eV. For the highest occupied orbital energy (spin up / spin down), the calculation gives -6.15 / -6.15 eV. The calculation puts the LUMO energy (spin up / spin down) at -0.040 / -0.040 Ha.

Atoms and positions in Å:
C (-0.475, 0.421, 0.496)
C (-0.308, 1.716, 0.232)
H (-0.814, 0.072, 1.473)
H (-0.382, 2.448, 1.035)
H (-0.076, 2.062, -0.777)
Na (1.097, -3.491, -1.498)
O (1.042, -1.673, 0.290)
C (0.611, -0.939, -0.623)
O (-0.695, -0.616, -0.627)

=====

# 9
Computed, not measured: a structure of composition N4O12Rb2, with ωB97M-V/def2-TZVPD.

The value obtained for the total energy is -31829.61727 eV. For the highest occupied orbital energy, the calculation gives -1.23 eV. Its charge is -2. The calculation puts the LUMO energy at 0.090 Ha.

Atoms and positions in Å:
Rb (6.906, -24.419, -21.930)
Rb (5.411, -21.187, -22.907)
N (8.448, -21.419, -21.289)
O (7.251, -21.826, -20.967)
O (9.157, -22.266, -21.855)
O (8.813, -20.330, -20.913)
N (9.505, -17.972, -17.648)
O (8.795, -18.596, -18.439)
O (9.321, -18.089, -16.408)
O (10.439, -17.211, -18.023)
N (7.788, -22.330, -25.334)
O (7.028, -22.594, -26.283)
O (8.916, -21.884, -25.520)
O (7.442, -22.616, -24.140)
N (4.354, -19.776, -19.861)
O (5.486, -19.603, -20.316)
O (3.406, -20.345, -20.522)
O (3.979, -19.142, -18.850)

=====

# 10
Computed, not measured: a cluster of 2 separate species, C3H9OPS2 in total, with ωB97M-V/def2-TZVPD.

The value obtained for the total energy is -36261.40298 eV. For the highest occupied orbital energy (spin up / spin down), the calculation gives -9.26 / -8.29 eV. The calculation puts the LUMO energy (spin up / spin down) at -0.068 / -0.083 Ha.

Atoms and positions in Å:
C (0.928, 2.316, -0.824)
C (-0.253, -2.660, 1.270)
C (1.054, 1.161, 0.149)
O (-0.232, -1.253, 1.048)
P (-0.053, -0.435, -0.329)
S (1.016, -1.494, -1.567)
S (-3.459, 0.649, -0.367)
H (1.496, 3.098, -0.405)
H (1.432, 2.004, -1.634)
H (-0.143, 2.698, -1.046)
H (-1.206, -3.142, 1.032)
H (-0.011, -2.730, 2.360)
H (0.513, -3.021, 0.549)
H (0.520, 1.418, 1.052)
H (2.035, 0.881, 0.446)
H (-3.637, 0.510, -1.734)